{"formula": "C20H31ClF4NO4P2S", "method": "ωB97M-V/def2-TZVPD", "symbols": ["C", "C", "C", "C", "C", "C", "C", "C", "Cl", "C", "N", "P", "S", "C", "C", "C", "F", "F", "C", "F", "F", "C", "H", "H", "H", "H", "H", "H", "H", "H", "H", "H", "H", "H", "H", "H", "H", "H", "O", "P", "O", "C", "C", "O", "C", "C", "O", "C", "C", "H", "H", "H", "H", "H", "H", "H", "H", "H", "H", "H", "H", "H", "H", "H"], "positions_angstrom": [[2.142, 2.246, 0.082], [1.254, 1.635, -1.176], [1.879, 0.553, -2.288], [0.889, -0.012, -3.493], [-0.680, 0.505, -3.574], [-1.337, 1.596, -2.492], [-2.895, 2.043, -2.736], [-3.851, 1.995, -1.406], [-3.478, 3.068, 0.059], [-4.350, 0.559, -0.791], [-5.728, 0.556, -0.666], [-6.865, -0.661, -0.031], [-7.449, -0.348, 1.810], [-6.432, 1.813, -1.152], [-5.259, 2.623, -1.963], [-5.472, 4.247, -2.041], [-4.256, 5.024, -2.378], [-6.096, 4.833, -0.800], [-6.546, 4.524, -3.290], [-5.784, 4.476, -4.589], [-6.974, 5.960, -3.145], [-0.334, 2.138, -1.314], [3.270, 1.862, 0.061], [2.070, 3.414, 0.173], [1.668, 1.803, 1.080], [3.015, 0.218, -2.218], [1.322, -0.790, -4.278], [-1.339, 0.085, -4.471], [-2.876, 3.072, -3.297], [-3.348, 1.257, -3.511], [-3.777, -0.395, -0.429], [-6.385, -2.034, -0.130], [-8.089, -0.625, -0.844], [-7.284, 1.459, -1.895], [-7.021, 2.381, -0.284], [-5.343, 2.221, -3.083], [-7.444, 3.770, -3.285], [-0.703, 2.923, -0.528], [3.616, -1.213, 1.135], [4.721, -1.564, 2.160], [5.004, -3.051, 1.496], [5.874, -3.102, 0.376], [7.309, -2.808, 0.771], [3.594, -1.952, 3.332], [2.284, -1.385, 3.271], [1.335, -2.290, 2.493], [5.957, -1.957, 3.306], [5.746, -2.909, 4.354], [5.291, -4.302, 3.927], [5.530, -2.405, -0.394], [5.810, -4.114, -0.037], [7.416, -1.772, 1.109], [7.985, -2.960, -0.075], [7.628, -3.453, 1.597], [2.317, -0.374, 2.858], [1.917, -1.278, 4.298], [1.779, -2.681, 1.576], [0.417, -1.755, 2.233], [1.068, -3.165, 3.095], [5.058, -2.487, 5.096], [6.708, -3.016, 4.864], [4.296, -4.298, 3.482], [5.248, -4.971, 4.794], [5.980, -4.733, 3.195]], "forces_ev_per_a": [[-0.5276, -1.0645, 0.2426], [-1.8757, -1.0838, -2.7533], [-4.1297, 1.4888, -0.1123], [-1.3751, 2.8092, 3.0274], [2.2513, 0.9542, 2.2677], [4.3658, -1.8328, 0.0409], [1.9759, -1.3429, -0.0875], [-1.7797, 1.0207, -1.1017], [0.2562, -1.3353, -1.0675], [-3.1798, 0.5737, 0.0824], [3.7501, 0.8555, -1.5045], [-2.3476, -1.4501, 2.8360], [0.7784, 0.1655, -1.2382], [-1.2527, 1.0698, -0.7599], [-0.5460, -1.1683, -0.4478], [-0.2276, 1.7403, -0.2569], [-3.5248, -2.6225, 1.4208], [2.0910, -2.0327, -3.6962], [1.3214, 2.9862, -0.6545], [-2.3673, -0.2598, 4.0290], [1.0551, -4.7384, -0.5351], [1.2698, -2.3524, -2.4311], [-2.6161, 0.9527, -0.2065], [0.2015, -2.3319, -0.5077], [1.0013, 0.8978, -2.1467], [-2.7918, 0.7796, -0.1154], [-1.1727, 1.9331, 1.8609], [1.5017, 1.0530, 2.1941], [-0.5074, -1.7088, 1.6138], [0.8909, 1.6037, 1.7657], [-0.8096, 2.1136, -0.8198], [0.3728, 1.3175, -0.7305], [1.7232, 0.2439, -0.2140], [1.8365, 0.6703, 1.4395], [1.8225, -1.2477, -1.6183], [0.1763, 1.1475, 2.2887], [1.6415, 1.8221, -0.3305], [0.7533, -1.6919, -1.7285], [3.3441, 3.4781, -0.2339], [-4.7911, -7.8093, 2.4270], [0.4072, 0.4930, -0.6771], [0.3965, -0.3742, -0.2933], [0.1780, 0.0572, 0.0394], [0.6272, 1.2641, 0.2267], [-0.3941, -0.1633, -0.0365], [-0.0969, -0.2433, 0.0755], [0.4526, 3.1048, -1.8351], [-0.6068, -0.5365, 1.0200], [-0.0757, 0.0198, -0.2856], [-0.0413, -0.0449, -0.0520], [-0.1517, 0.1221, 0.1235], [0.0836, -0.0577, -0.0302], [-0.0992, 0.0251, 0.0351], [-0.0716, 0.1065, -0.1754], [0.0106, -0.2048, -0.1053], [0.2695, -0.1612, -0.0053], [0.0783, 0.2812, 0.0231], [0.0557, -0.0353, 0.0543], [-0.0092, 0.1561, 0.0033], [0.0565, -0.0983, -0.2391], [0.1458, 0.3307, -0.3685], [0.1071, 0.0616, 0.0521], [0.1758, 0.2620, 0.0507], [-0.0561, 0.0319, 0.1615]], "lowdin_charge": [-0.12, -0.15, -0.01, -0.06, -0.04, -0.16, -0.15, -0.59, 0.73, 0.11, -0.26, 0.37, 0.18, -0.13, -0.20, -0.21, 0.01, -0.01, -0.05, -0.03, -0.02, 0.00, 0.09, 0.08, 0.08, 0.10, 0.09, 0.09, 0.15, 0.14, 0.19, 0.01, 0.02, 0.14, 0.17, 0.17, 0.18, 0.06, -0.25, 0.79, -0.26, -0.30, -0.08, -0.26, -0.29, -0.07, -0.27, -0.27, -0.08, 0.10, 0.12, 0.07, 0.08, 0.08, 0.09, 0.12, 0.07, 0.07, 0.08, 0.11, 0.12, 0.06, 0.09, 0.07], "homo_ev": -10.695, "e_above_lowest_kcal_mol": 282.11, "charge": 1, "lumo_ev": -5.87, "gap_ev": 4.830}